Computed, not measured: C5H12O2 as an isolated structure, with the ωB97M-V functional and the def2-TZVPD basis.

Each line ends with the Löwdin charge.
Atoms and positions in Å:
C -1.70 -0.76 1.12  -0.0347
O -0.44 -0.46 0.88  -0.1980
C -0.21 0.33 -0.32  -0.3833
C -0.48 1.80 0.00  -0.0509
C 1.23 0.09 -0.73  -0.1399
C 1.51 -1.34 -1.21  -0.2638
O 1.55 -2.29 -0.17  -0.0585
H -2.46 0.56 1.61  0.0234
H -2.14 0.85 2.27  0.1133
H -1.70 -1.26 2.11  0.0346
H -0.91 -0.03 -1.08  0.1448
H 0.09 2.12 0.87  0.0958
H -1.55 1.98 0.18  0.0654
H -0.18 2.41 -0.86  0.0871
H 1.89 0.32 0.12  0.1338
H 1.47 0.79 -1.53  0.1248
H 0.77 -1.61 -1.98  0.1209
H 2.49 -1.37 -1.69  0.1181
H 0.77 -2.13 0.39  0.0669

2S+1: 1
Total energy in hartree: -348.02511
E_HOMO in eV: -8.77
Total charge: 0
Frontier orbital gap in eV: 9.3
Relative energy (zero: lowest compared OMol25 entry of this formula, charge and spin) in eV: 4.890

=====

Computed, not measured: C43H45AsCoN6OPSSe as an isolated structure, with the ωB97M-V functional and the def2-TZVPD basis.

Each line ends with the Löwdin charge.
Atoms and positions in Å:
Co -0.47 0.71 -0.16  0.3204
C -4.37 0.22 -1.64  -0.0173
C -2.93 0.53 -1.46  -0.2297
N -2.29 0.46 -0.20  -0.1301
N -2.90 -0.05 0.83  0.1199
C -1.98 -0.27 1.81  -0.4306
O -0.75 -0.03 1.60  -0.1473
C -2.42 -0.80 3.10  -0.1519
C -1.48 -0.91 4.13  -0.0271
C -1.86 -1.42 5.36  -0.0668
C -3.17 -1.83 5.56  -0.0687
C -4.11 -1.72 4.54  -0.0671
C -3.73 -1.21 3.31  -0.0179
C -2.03 0.86 -2.47  -0.2224
C -2.38 1.00 -3.83  0.0073
C -1.41 1.25 -4.76  -0.0502
C -0.08 1.38 -4.34  -0.0382
C 0.21 1.26 -3.00  -0.1143
N -0.71 1.02 -2.07  0.0221
H -4.81 -0.03 -0.68  0.0737
H -4.50 -0.64 -2.31  0.0976
H -4.91 1.06 -2.07  0.0954
H -0.47 -0.57 3.95  0.0856
H -1.14 -1.49 6.16  0.1011
H -3.47 -2.22 6.52  0.1079
H -5.13 -2.04 4.70  0.1079
H -4.45 -1.13 2.50  0.1107
H -3.42 0.89 -4.12  0.1181
H -1.67 1.35 -5.81  0.1151
H 0.71 1.57 -5.05  0.1093
H 1.23 1.36 -2.65  0.0859
N -0.81 2.79 1.01  0.0643
C 0.19 3.81 0.89  -0.3326
C -0.11 5.03 0.30  -0.0295
C 0.86 6.00 0.18  -0.0682
C 2.14 5.77 0.66  -0.0731
C 2.45 4.55 1.23  -0.0735
C 1.49 3.55 1.34  -0.4027
P 1.79 1.87 2.04  0.8975
C 2.71 -0.39 -0.34  -0.5387
C 3.96 -0.27 -0.96  -0.1262
C 4.68 -1.41 -1.28  -0.0651
C 4.15 -2.66 -1.00  -0.0669
C 2.90 -2.78 -0.41  -0.0886
C 2.17 -1.64 -0.09  -0.1575
C 3.52 1.98 2.58  -0.4687
C 4.64 1.44 1.96  -0.0946
C 5.89 1.53 2.56  -0.0700
C 6.03 2.17 3.79  -0.0735
C 4.92 2.70 4.42  -0.0723
C 3.67 2.60 3.83  -0.1220
H -0.90 2.47 1.97  0.0905
H -1.72 3.14 0.71  0.1033
H -1.12 5.21 -0.05  0.1141
H 0.61 6.96 -0.27  0.1101
H 2.90 6.54 0.58  0.1081
H 3.46 4.36 1.58  0.1050
H 4.35 0.71 -1.18  0.1099
H 5.65 -1.31 -1.75  0.1115
H 4.72 -3.55 -1.25  0.1115
H 2.49 -3.76 -0.20  0.0932
H 1.19 -1.73 0.36  0.0463
H 4.55 0.93 1.02  0.0643
H 6.75 1.10 2.07  0.1093
H 7.01 2.24 4.25  0.1078
H 5.02 3.20 5.38  0.1086
H 2.80 3.00 4.34  0.1073
C 1.33 -3.11 2.82  -0.3138
As 2.36 -1.46 3.12  1.0820
C 4.16 -2.22 2.95  -0.3031
C 2.29 -1.46 5.08  -0.3130
S 1.79 1.11 -0.04  0.7998
H 1.40 -3.77 3.69  0.0334
H 1.73 -3.63 1.95  0.0032
H 0.29 -2.86 2.63  0.0051
H 4.20 -3.23 3.34  0.0295
H 4.86 -1.59 3.51  0.0196
H 4.46 -2.22 1.90  0.0018
H 2.70 -2.39 5.48  0.0284
H 1.26 -1.36 5.41  -0.0056
H 2.87 -0.62 5.47  0.0177
C -1.24 -5.09 1.33  -0.0251
N -0.46 -5.02 0.11  -0.0641
C -0.51 -4.03 -0.80  -0.7384
Se -1.48 -2.48 -0.73  0.7619
N 0.35 -4.37 -1.80  0.1157
C 0.96 -5.59 -1.53  -0.1968
C 1.90 -6.34 -2.21  -0.0066
C 2.29 -7.53 -1.63  -0.0765
C 1.77 -7.95 -0.40  -0.0733
C 0.83 -7.20 0.28  0.0024
C 0.44 -6.00 -0.31  -0.1652
H -1.72 -4.13 1.48  0.0455
H -0.58 -5.31 2.17  0.0896
H -2.00 -5.87 1.25  0.1053
H 0.48 -3.78 -2.61  0.1549
H 2.30 -6.02 -3.16  0.1165
H 3.02 -8.15 -2.13  0.1081
H 2.10 -8.89 0.02  0.1085
H 0.42 -7.53 1.23  0.1155

2S+1: 4
Total energy in hartree: -8828.70464
E_HOMO (alpha / beta) in eV: -8.62 / -9.89
Total charge: +1
Frontier orbital gap (alpha / beta) in eV: 6.5 / 5.4
Relative energy (zero: lowest compared OMol25 entry of this formula, charge and spin) in eV: 2.584
⟨S²⟩: 3.7894